Record 1
55
Properties=species:S:1:pos:R:3:forces:R:3:mulliken_spin:R:1 method="wB97M-V/def2-TZVPD" orbital_gap_ev="3.4334 / 3.8164" s2=2.0212 spin_multiplicity=3
C -2.57965 -0.19946 -3.80321 -0.175 -0.036 0.013 -0.003
C -2.27210 -1.19174 -2.87875 0.266 -0.027 -0.012 0.004
C -1.46447 -0.92320 -1.76028 -0.588 0.504 -0.905 0.004
C -1.13471 0.41587 -1.47900 1.055 -0.174 0.834 0.033
C -1.35909 1.39046 -2.45938 -0.795 -0.310 -0.698 -0.015
C -2.10138 1.09347 -3.60594 0.355 0.111 0.040 0.021
C -1.00441 -2.08919 -0.94251 -0.297 0.463 0.552 0.134
C -0.38767 -3.23570 -1.78718 -0.064 -0.998 -0.240 0.012
N 0.97001 -2.99635 -2.18780 -0.229 0.081 0.201 0.691
Pt -0.35105 1.10899 0.34990 0.200 -0.508 0.331 0.009
C -0.79230 2.76612 -2.26351 0.491 0.729 0.405 0.000
P 0.49447 2.61243 -0.93854 -0.743 -0.844 -0.439 0.011
H -2.65399 -2.20546 -3.01344 0.025 0.188 -0.204 0.000
H -2.28846 1.89074 -4.33040 -0.021 -0.345 0.081 0.001
H -3.17668 -0.43666 -4.68066 0.024 0.050 0.178 0.000
H -1.53632 3.49821 -1.91205 0.082 -0.236 -0.075 0.002
H -0.32872 3.17745 -3.17016 -0.228 -0.085 -0.015 0.000
H -0.28050 -1.78242 -0.18408 -0.217 0.057 0.024 -0.023
H -1.86613 -2.52251 -0.41208 0.350 -0.114 -0.088 0.000
H -0.37232 -4.13642 -1.14983 0.012 0.266 -0.167 0.027
C 0.88165 4.26313 -0.36325 0.264 0.472 -0.108 -0.001
C 1.94544 2.03337 -1.87520 0.366 0.387 -0.057 -0.002
H -0.98604 -3.43791 -2.68710 0.238 0.117 0.331 -0.008
C 1.30673 -2.52561 -3.49400 -0.090 0.599 -0.706 -0.019
C 2.02721 -3.17434 -1.23560 0.506 0.133 0.507 -0.011
H 0.18624 1.58295 1.82979 0.612 1.184 -2.069 0.028
H 1.82514 -3.30847 -4.07468 -0.128 0.062 0.263 0.045
H 0.40364 -2.21766 -4.04099 0.277 -0.110 0.292 0.007
H 2.00315 -1.67065 -3.41805 -0.296 -0.310 0.037 0.032
H 2.37997 -4.22089 -1.21986 -0.220 0.219 -0.134 0.038
H 2.87678 -2.53039 -1.50367 -0.297 -0.217 0.153 0.010
H 1.66977 -2.92994 -0.22450 0.077 -0.041 -0.319 0.020
H 2.26753 2.80573 -2.58801 0.067 -0.202 0.126 0.000
H 2.74858 1.82408 -1.15896 -0.072 0.046 -0.218 0.000
H 1.70951 1.11252 -2.42232 -0.125 0.245 0.211 0.002
H 0.93730 4.96087 -1.20801 0.041 -0.031 0.196 0.000
H 0.11594 4.59166 0.34856 0.196 -0.107 -0.176 0.000
H 1.85390 4.22637 0.14035 -0.200 0.103 0.016 0.000
H -0.03441 1.24807 2.91588 -0.743 -1.165 1.172 -0.041
O -1.11849 1.24902 5.83032 0.522 -0.014 0.272 0.013
S -0.39370 0.20973 5.15405 -1.224 -1.194 -3.243 0.041
O 0.98562 -0.05586 5.46624 -0.192 0.380 0.394 0.012
N -0.52356 0.45566 3.41962 1.613 2.139 2.854 0.054
C -1.16899 -0.45736 2.70288 -1.336 -2.567 1.500 0.260
O -1.28124 -0.37890 1.42875 -0.277 -0.440 -0.768 0.076
C -1.69124 -1.51012 3.58450 0.951 1.992 -2.670 0.115
C -2.43346 -2.64761 3.23785 -0.470 -0.860 0.596 0.111
C -2.87376 -3.48176 4.26512 0.200 0.400 -0.968 -0.066
C -2.56009 -3.19868 5.60862 0.252 0.208 0.841 0.241
C -1.77618 -2.08427 5.94171 -0.168 -0.080 -0.481 -0.096
C -1.35775 -1.25360 4.91198 0.256 -0.111 2.406 0.162
H -2.63345 -2.82839 2.18146 -0.128 -0.087 0.319 0.052
H -3.46693 -4.36691 4.03770 0.122 0.192 -0.006 -0.003
H -2.92469 -3.84444 6.40671 0.090 0.099 -0.243 0.025
H -1.49219 -1.84366 6.96540 -0.188 -0.212 -0.136 -0.004

---

Record 2
55
Properties=species:S:1:pos:R:3:forces:R:3:lowdin_charge:R:1 method="wB97M-V/def2-TZVPD" orbital_gap_ev=5.7504
C -1.15119 3.34691 -2.77837 -0.156 -0.264 -0.404 -0.082
C 0.10444 3.04570 -2.24234 -0.397 0.316 0.238 -0.051
C 0.32481 1.92556 -1.42231 -0.179 0.901 -0.499 -0.277
C -0.72961 1.03831 -1.23135 -0.075 -1.048 -0.753 -0.253
C -2.01642 1.39395 -1.65902 -0.425 0.369 -0.692 -0.332
C -2.22492 2.49517 -2.50245 0.092 0.490 0.592 -0.062
C 1.63893 1.81220 -0.70984 0.937 -0.595 -0.494 -0.149
C 1.72858 2.68355 0.56012 -0.780 -0.201 0.652 -0.171
N 0.65621 2.41833 1.51099 -0.005 -0.770 -1.100 -0.294
Sn -0.50635 -1.00554 -0.38479 -0.672 1.020 3.447 1.062
C -3.24787 0.61256 -1.26926 -0.031 -0.435 -0.291 -0.334
P -3.39613 0.14838 0.48153 -1.945 0.730 -0.640 0.846
H 0.93177 3.72004 -2.44543 -0.017 -0.027 0.078 0.111
H -3.23660 2.70252 -2.89510 0.646 -0.038 0.287 0.114
H -1.31851 4.22693 -3.42247 0.292 -0.554 0.379 0.106
H -3.38651 -0.30552 -1.85934 0.169 0.123 0.099 0.088
H -4.16421 1.21369 -1.39364 0.341 -0.041 -0.255 0.090
H 1.85764 0.75704 -0.45279 -0.150 0.637 0.018 0.071
H 2.45137 2.14151 -1.38957 -0.288 -0.138 0.234 0.122
H 2.66332 2.46873 1.10087 0.029 0.285 -0.520 0.123
C -4.87890 -0.91076 0.35524 -0.187 -0.027 0.385 -0.222
C -4.11363 1.67117 1.14488 -0.258 0.178 0.346 -0.226
H 1.66406 3.74674 0.28294 0.376 -0.132 -0.021 0.117
C -0.43796 3.33252 1.55851 0.190 -0.007 0.037 -0.102
C 0.99337 1.68947 2.69490 0.175 0.407 0.089 -0.101
H -1.95252 -1.95707 -0.72409 0.238 0.007 -0.874 -0.086
H -0.19449 4.22357 2.15799 -0.199 0.267 0.005 0.081
H -0.69993 3.63977 0.53449 -0.081 -0.019 0.353 0.082
H -1.29630 2.83565 2.02813 -0.030 0.148 -0.105 0.069
H 1.48439 2.34575 3.43206 0.150 -0.125 0.226 0.081
H 0.09001 1.30135 3.15653 -0.146 -0.188 0.069 0.073
H 1.64705 0.85135 2.44448 -0.105 0.069 0.093 0.067
H -5.10099 1.77402 0.67893 0.117 0.004 0.098 0.050
H -4.25173 1.66093 2.23150 0.176 -0.003 -0.210 0.058
H -3.52484 2.53289 0.84121 0.221 0.040 0.126 0.045
H -5.63760 -0.26993 -0.12548 0.206 -0.246 0.103 0.052
H -4.66183 -1.75248 -0.30679 -0.062 -0.052 0.325 0.047
H -5.28157 -1.22304 1.33782 0.375 -0.020 -0.563 0.064
H -2.09755 -0.22485 1.03198 0.945 -0.660 0.141 -0.124
O 2.39975 -0.82902 0.85682 0.513 -2.165 -0.642 -0.007
C 2.27976 -1.95659 0.34271 -1.481 1.558 -0.040 -0.495
N 1.15584 -2.31088 -0.37166 -0.021 -0.133 -1.139 -0.277
S 1.07561 -3.88648 -0.98188 0.529 1.915 1.324 0.625
O 0.05895 -4.57884 -0.23564 0.353 -0.229 -0.678 -0.295
O 1.05945 -3.81606 -2.41197 -0.190 -0.504 0.041 -0.285
C 2.70142 -4.21006 -0.35820 0.407 -0.598 -0.054 -0.213
C 3.43741 -5.37281 -0.53149 0.419 0.071 0.243 -0.027
C 4.73505 -5.40266 0.02176 -0.447 -0.213 -0.188 -0.061
C 5.24524 -4.30505 0.71737 -0.106 -0.210 -0.024 -0.064
C 4.48254 -3.15288 0.86945 -0.453 0.131 -0.057 0.005
C 3.19920 -3.10343 0.33188 1.027 -0.794 0.071 -0.126
H 3.02660 -6.23105 -1.07791 0.228 0.424 0.272 0.127
H 5.33514 -6.31017 -0.08741 -0.178 0.358 0.031 0.109
H 6.23691 -4.35770 1.16394 -0.198 0.008 -0.176 0.109
H 4.84336 -2.28337 1.40157 0.110 -0.017 0.019 0.123

---

Record 3
53
Properties=species:S:1:pos:R:3:forces:R:3:lowdin_charge:R:1 method="wB97M-V/def2-TZVPD" orbital_gap_ev=8.7642 smiles="CCn1ccnc1CN1CCC[C@H](C(=O)c2ccc(OC)cc2OC)C1"
C 3.79549 2.98652 -0.76481 -0.125 -0.132 0.176 -0.065
C 2.95844 2.03914 0.09243 -0.144 0.546 -0.441 -0.201
N 3.78921 1.07803 0.76710 0.079 -0.366 0.169 -0.039
C 4.44892 1.27083 1.94630 0.172 0.019 0.304 -0.072
C 5.13673 0.11866 2.19204 -0.027 0.249 0.072 -0.154
N 4.91293 -0.77317 1.19243 0.014 -0.480 -0.321 0.100
C 4.10505 -0.17348 0.35073 0.091 -0.110 -0.090 -0.335
C 3.59320 -0.78092 -0.90921 -0.077 0.020 -0.096 -0.116
N 2.13798 -0.81456 -0.93945 0.047 -0.179 -0.139 -0.169
C 1.63675 -1.25805 -2.22435 -0.155 0.229 -0.143 -0.197
C 0.11813 -1.12396 -2.25971 0.143 -0.316 -0.035 -0.158
C -0.50215 -1.97862 -1.16098 -0.069 0.184 0.000 -0.146
C 0.08233 -1.56460 0.19312 0.495 -0.175 0.014 -0.212
C -0.39016 -0.18254 0.61168 0.028 -0.348 0.118 -0.304
O 0.37100 0.68285 0.98195 0.013 0.046 0.016 0.107
C -1.84816 0.09840 0.52345 -0.274 0.264 0.096 -0.085
C -2.20889 1.37569 0.11128 0.070 -0.363 0.082 -0.003
C -3.52534 1.77151 -0.02007 -0.400 0.181 -0.054 -0.015
C -4.53191 0.86864 0.30075 0.214 -0.061 0.022 -0.266
O -5.86391 1.11787 0.22081 0.223 -0.316 0.109 -0.075
C -6.28625 2.39090 -0.20872 -0.068 0.247 -0.084 -0.084
C -4.19414 -0.40789 0.75300 -0.162 -0.171 0.033 0.065
C -2.87292 -0.80745 0.86675 -0.006 0.329 -0.100 -0.217
O -2.50337 -2.03033 1.32896 0.158 0.331 -0.124 -0.089
C -3.49889 -2.92694 1.76327 -0.187 -0.205 0.060 -0.067
C 1.60942 -1.63303 0.13724 -0.185 0.124 0.284 -0.137
H 4.50967 3.52943 -0.14885 0.075 0.066 0.008 0.071
H 4.34850 2.43024 -1.51850 0.064 -0.024 -0.092 0.070
H 3.15070 3.70421 -1.26505 -0.047 0.101 -0.080 0.071
H 2.40254 2.60127 0.84651 -0.021 -0.136 -0.075 0.122
H 2.24306 1.48614 -0.51827 0.033 0.099 0.186 0.099
H 4.36553 2.18308 2.50107 -0.052 0.199 0.091 0.111
H 5.77364 -0.12901 3.01752 0.095 0.052 0.216 0.087
H 3.93010 -0.18921 -1.76814 -0.013 -0.093 -0.019 0.122
H 4.03465 -1.78875 -0.99142 0.019 0.133 0.009 0.131
H 1.91858 -2.30858 -2.43013 0.025 0.023 -0.019 0.128
H 2.08256 -0.63165 -3.00272 0.034 -0.077 0.010 0.121
H -0.15026 -0.07778 -2.10051 -0.015 0.096 -0.087 0.116
H -0.25457 -1.43180 -3.23858 -0.030 0.056 -0.009 0.113
H -0.26428 -3.03004 -1.34097 -0.035 -0.036 0.020 0.123
H -1.58683 -1.87230 -1.16461 -0.016 -0.099 -0.007 0.109
H -0.26934 -2.25646 0.96452 0.047 0.062 -0.076 0.147
H -1.41502 2.06970 -0.12137 0.078 0.047 -0.001 0.123
H -3.74938 2.76859 -0.36141 -0.056 0.088 -0.035 0.103
H -5.94645 2.60363 -1.22707 -0.002 -0.007 0.050 0.096
H -7.37445 2.36105 -0.19104 0.082 0.048 -0.017 0.093
H -5.93465 3.17822 0.46505 -0.002 -0.034 -0.034 0.097
H -5.00921 -1.06452 1.00775 -0.064 -0.106 0.054 0.116
H -2.96325 -3.80703 2.11596 -0.086 0.041 -0.015 0.097
H -4.08716 -2.50763 2.58469 0.025 0.005 -0.045 0.100
H -4.16591 -3.21436 0.94469 0.020 0.029 0.036 0.099
H 1.91712 -2.68877 0.01905 -0.002 0.038 0.020 0.137
H 2.02461 -1.26119 1.07580 -0.024 -0.116 -0.018 0.128